# 1
Below is a structure of composition C4H5N3 in a non-equilibrium geometry, with properties calculated with ωB97M-V/def2-TZVPD.

Its total energy is -8696.30061 eV. The calculation puts the energy relative to the best compared isomer or geometry (same formula, charge and spin) at 80.98 kcal/mol. The spin multiplicity is 1. Its orbital gap is 10.41 eV.

Last column: Löwdin charge in e.
Element x y z (Å)
C1 1.355 0.102 0.406  -0.043
C2 0.174 0.990 0.967  -0.075
C3 -1.429 -1.104 -1.203  -0.244
C4 0.323 -0.338 -0.638  -0.320
H1 1.601 -0.655 1.183  0.121
H2 2.204 0.672 0.047  0.098
H3 0.432 2.076 1.100  0.114
H4 -0.102 0.923 1.991  0.094
H5 -2.008 -1.777 -1.715  0.073
N1 -0.595 0.553 -0.270  -0.053
N2 -1.845 -0.066 -0.450  0.095
N3 -0.109 -1.377 -1.418  0.141

# 2
Below is a structure of composition C24H20ClNPW in a non-equilibrium geometry, with properties calculated with ωB97M-V/def2-TZVPD.

Its total energy is -50324.37195 eV. The spin multiplicity is 3. The total charge is +1. Its orbital gap (alpha / beta) is 6.24 / 6.06 eV. The expectation value of S² is 2.019.

Last column: Löwdin charge in e.
Element x y z (Å)
C1 -1.129 -1.382 1.244  -0.145
C2 -0.991 -1.886 -0.057  -0.216
C3 0.405 -2.078 -0.343  -0.159
H1 -1.808 -2.085 -0.731  0.118
C4 1.157 -1.717 0.791  -0.108
C5 0.252 -1.383 1.690  -0.313
H2 0.550 -0.834 2.781  0.061
H3 -2.004 -1.045 1.758  0.143
H4 0.812 -2.459 -1.268  0.141
H5 2.221 -1.677 0.878  0.155
W1 -0.001 0.029 -0.047  1.140
Cl1 1.849 1.257 -0.430  0.062
P1 0.116 0.348 -3.809  1.060
C6 1.216 -0.712 -4.828  -0.392
C7 0.798 -1.429 -5.951  -0.078
H6 -0.235 -1.377 -6.266  0.104
C8 1.702 -2.205 -6.669  -0.066
H7 1.361 -2.757 -7.537  0.111
C9 3.034 -2.272 -6.281  -0.070
H8 3.736 -2.877 -6.843  0.110
C10 3.461 -1.562 -5.163  -0.077
H9 4.498 -1.614 -4.851  0.108
C11 2.562 -0.798 -4.436  -0.113
H10 2.894 -0.259 -3.558  0.093
C12 -1.533 -0.082 -4.490  -0.396
C13 -2.172 -1.211 -3.953  -0.124
H11 -1.685 -1.771 -3.165  0.075
C14 -3.411 -1.612 -4.426  -0.080
H12 -3.889 -2.490 -4.005  0.107
C15 -4.048 -0.884 -5.427  -0.070
H13 -5.022 -1.193 -5.789  0.110
C16 -3.432 0.243 -5.955  -0.063
H14 -3.923 0.816 -6.733  0.112
C17 -2.182 0.641 -5.494  -0.075
H15 -1.706 1.516 -5.917  0.105
C18 0.402 1.997 -4.564  -0.388
C19 1.104 2.206 -5.753  -0.076
H16 1.519 1.361 -6.286  0.104
C20 1.272 3.492 -6.256  -0.065
H17 1.821 3.638 -7.179  0.111
C21 0.735 4.584 -5.585  -0.068
H18 0.866 5.584 -5.981  0.110
C22 0.034 4.387 -4.400  -0.075
H19 -0.384 5.234 -3.869  0.109
C23 -0.124 3.109 -3.886  -0.114
H20 -0.657 2.959 -2.956  0.090
N1 -0.027 0.086 3.379  0.192
C24 -0.012 0.165 1.977  -0.300

# 3
Below is a cluster of 6 separate species, C40H91Br2N9OS in total in a non-equilibrium geometry, with properties calculated with ωB97M-V/def2-TZVPD.

Its total energy is -209332.26877 eV. The calculation puts the energy relative to the best compared isomer or geometry (same formula, charge and spin) at 0.00 kcal/mol. The spin multiplicity is 1. Its orbital gap is 8.37 eV.

Last column: Löwdin charge in e.
Element x y z (Å)
C1 -7.701 -4.442 6.304  -0.170
C2 -6.373 -4.575 5.474  -0.740
Br1 -6.712 -3.626 3.761  0.642
C3 -6.005 -6.077 5.164  -0.660
Br2 -7.462 -6.908 4.155  0.736
C4 -5.695 -6.752 6.538  -0.232
C5 -6.561 -7.918 7.070  -0.221
N1 -8.004 -7.670 7.414  0.080
C6 -8.570 -8.723 7.560  -0.770
S1 -9.224 -10.014 8.218  0.731
C7 -5.742 -8.189 8.408  -0.393
O1 -6.143 -8.592 9.442  0.132
N2 -4.387 -7.792 8.153  0.120
C8 -4.294 -7.445 6.721  -0.456
N3 -4.166 -8.776 6.062  0.099
C9 -3.079 -6.591 6.228  -0.118
C10 -1.797 -6.831 7.098  -0.252
N4 -1.809 -5.898 8.251  -0.009
H1 -7.749 -3.397 6.669  0.079
H2 -7.725 -5.118 7.182  0.065
H3 -8.566 -4.626 5.643  0.050
H4 -5.571 -4.048 6.026  0.094
H5 -5.065 -6.051 4.581  0.085
H6 -5.785 -5.992 7.341  0.149
H7 -6.602 -8.841 6.458  0.133
H8 -3.674 -8.413 8.523  0.133
H9 -3.628 -9.424 6.632  0.086
H10 -3.702 -8.714 5.159  0.083
H11 -3.405 -5.520 6.272  0.112
H12 -2.836 -6.768 5.155  0.117
H13 -0.866 -6.681 6.509  0.101
H14 -1.774 -7.892 7.441  0.104
H15 -2.563 -5.221 8.174  0.055
H16 -1.987 -6.396 9.120  0.058
C11 1.972 -4.790 2.232  -0.091
C12 1.324 -3.943 3.319  -0.276
N5 1.807 -4.241 4.658  -0.197
C13 0.999 -3.636 5.707  -0.253
C14 0.964 -2.107 5.785  -0.085
C15 3.247 -4.157 4.849  -0.249
C16 3.933 -2.822 4.545  -0.085
H17 1.853 -5.856 2.438  0.078
H18 1.500 -4.579 1.271  0.073
H19 3.036 -4.572 2.123  0.064
H20 0.249 -4.147 3.287  0.113
H21 1.452 -2.882 3.063  0.099
H22 1.315 -4.031 6.677  0.112
H23 -0.031 -3.990 5.586  0.099
H24 1.884 -1.701 6.203  0.055
H25 0.151 -1.794 6.446  0.071
H26 0.787 -1.644 4.813  0.063
H27 3.719 -4.928 4.233  0.100
H28 3.488 -4.452 5.875  0.115
H29 3.579 -2.372 3.615  0.068
H30 5.009 -2.979 4.439  0.072
H31 3.796 -2.102 5.351  0.054
C17 -2.738 -1.183 2.772  -0.086
C18 -2.596 -0.591 1.376  -0.276
N6 -3.063 -1.472 0.317  -0.194
C19 -2.677 -1.027 -1.015  -0.247
C20 -3.257 0.298 -1.516  -0.086
C21 -4.433 -1.948 0.444  -0.247
C22 -5.549 -0.900 0.516  -0.081
H32 -2.232 -2.147 2.846  0.073
H33 -2.287 -0.509 3.504  0.073
H34 -3.784 -1.314 3.056  0.057
H35 -1.530 -0.395 1.220  0.114
H36 -3.104 0.384 1.350  0.096
H37 -2.916 -1.812 -1.739  0.111
H38 -1.585 -0.949 -1.040  0.108
H39 -4.302 0.199 -1.806  0.055
H40 -2.712 0.624 -2.407  0.071
H41 -3.172 1.095 -0.776  0.053
H42 -4.496 -2.572 1.341  0.082
H43 -4.652 -2.638 -0.376  0.116
H44 -5.302 -0.067 1.177  0.069
H45 -6.460 -1.362 0.905  0.064
H46 -5.792 -0.501 -0.468  0.054
C23 -0.645 3.074 0.147  -0.083
C24 -1.486 4.323 -0.077  -0.271
N7 -0.697 5.527 -0.283  -0.197
C25 -1.488 6.748 -0.222  -0.251
C26 -2.557 6.962 -1.297  -0.089
C27 0.283 5.469 -1.355  -0.245
C28 -0.220 5.160 -2.769  -0.078
H47 0.048 3.206 0.981  0.082
H48 -1.296 2.229 0.384  0.049
H49 -0.074 2.800 -0.742  0.067
H50 -2.101 4.462 0.818  0.119
H51 -2.177 4.138 -0.911  0.097
H52 -0.813 7.610 -0.220  0.111
H53 -1.981 6.778 0.755  0.108
H54 -2.120 7.245 -2.253  0.054
H55 -3.218 7.780 -0.997  0.071
H56 -3.182 6.080 -1.445  0.066
H57 1.033 4.717 -1.092  0.101
H58 0.845 6.407 -1.378  0.116
H59 -0.950 4.348 -2.786  0.069
H60 0.620 4.854 -3.399  0.055
H61 -0.665 6.036 -3.240  0.056
C29 4.170 3.774 -8.563  -0.095
C30 2.837 3.135 -8.200  -0.270
N8 2.554 3.154 -6.774  -0.194
C31 1.427 2.311 -6.400  -0.250
C32 0.043 2.689 -6.933  -0.087
C33 2.598 4.459 -6.133  -0.246
C34 1.664 5.550 -6.666  -0.081
H62 4.993 3.309 -8.017  0.072
H63 4.361 3.646 -9.630  0.076
H64 4.177 4.846 -8.360  0.060
H65 2.878 2.092 -8.530  0.119
H66 2.042 3.621 -8.782  0.100
H67 1.378 2.245 -5.308  0.110
H68 1.649 1.291 -6.731  0.109
H69 -0.373 3.548 -6.407  0.052
H70 -0.649 1.857 -6.777  0.071
H71 0.053 2.905 -8.002  0.066
H72 3.624 4.835 -6.192  0.095
H73 2.421 4.336 -5.060  0.102
H74 1.643 5.590 -7.756  0.068
H75 2.003 6.527 -6.313  0.073
H76 0.644 5.420 -6.305  0.050
C35 7.876 5.602 -9.514  -0.088
C36 8.786 6.080 -8.390  -0.273
N9 8.065 6.605 -7.241  -0.197
C37 8.922 7.307 -6.297  -0.251
C38 9.998 6.497 -5.567  -0.089
C39 7.078 5.715 -6.650  -0.247
C40 7.559 4.353 -6.141  -0.080
H77 7.196 6.393 -9.835  0.081
H78 8.480 5.308 -10.375  0.073
H79 7.286 4.731 -9.221  0.056
H80 9.411 6.880 -8.799  0.118
H81 9.463 5.261 -8.110  0.099
H82 8.296 7.811 -5.554  0.111
H83 9.420 8.119 -6.838  0.108
H84 9.573 5.875 -4.781  0.054
H85 10.704 7.178 -5.085  0.070
H86 10.571 5.862 -6.244  0.066
H87 6.289 5.541 -7.388  0.079
H88 6.569 6.235 -5.833  0.116
H89 8.243 3.863 -6.837  0.070
H90 6.701 3.688 -6.009  0.065
H91 8.049 4.431 -5.172  0.054